Formula: C2H5Cl2N
Source: the OMol25 dataset
Level of theory: ωB97M-V/def2-TZVPD

The geometry in ORCA input format:
```
! RIJCOSX wB97M-V def2-TZVPD def2/J DEFGRID3
* xyz 0 1
C -0.59 -0.25 -1.05
C 1.98 -0.02 0.21
N 1.59 0.16 1.54
Cl 2.72 -1.54 -0.09
Cl 2.76 1.34 -0.49
H -0.18 -0.54 -1.99
H -1.01 -1.00 -0.42
H -0.84 0.78 -0.89
H 1.14 1.04 1.72
H 1.10 -0.63 1.93
*
```

## Properties
LUMO level (spin up / spin down) ... 0.4 / 0.3 eV
E_tot ... -1054.2192 Ha
HOMO-LUMO gap (spin up / spin down) ... 0.33007 / 0.28816 hartree
Energy relative to the best compared isomer or geometry (same formula, charge and spin) ... 71.4 kcal/mol